Entry 1:
This record from the OMol25 dataset describes 2 unconnected molecules or ions with the total composition C11H16N4. The level of theory is wB97M-V/def2-TZVPD.

The geometry in XYZ format:
```
31
Properties=species:S:1:pos:R:3:forces:R:3:mulliken_charge:R:1
C -0.086059 -0.590209 3.503581 -1.000 1.700 0.877 -0.79
C -2.046891 2.637335 -1.219030 -0.114 0.862 -0.787 -0.73
C 1.196924 -0.944645 3.079492 -2.733 0.327 -2.190 -0.50
C -1.975051 1.621135 -2.166610 -1.766 -0.275 -1.717 -0.29
C -0.622155 0.073257 2.408706 -3.149 -0.719 0.875 0.18
C -1.425278 2.070493 -0.148381 0.891 4.265 2.792 0.07
C 1.705003 1.642282 -1.015096 0.889 -2.785 -2.002 -1.28
C 0.645730 -2.896228 -0.953928 -0.856 1.932 1.478 -0.79
C 1.309528 0.122818 -0.837064 0.897 0.787 0.187 -0.53
C -0.692591 -2.209306 -0.657207 0.847 1.881 -1.078 -0.52
C 0.011695 0.069428 0.033373 1.571 -3.229 -2.428 0.22
N 1.317446 -0.768901 1.758191 0.091 0.345 0.767 -1.06
N -1.457336 0.533322 -1.669035 0.511 -0.956 -1.382 -1.03
N 0.166659 -0.156995 1.380392 2.087 0.457 -0.163 0.83
N -1.048627 0.843403 -0.438677 -0.169 -1.038 0.027 0.79
H -0.662336 -0.625480 4.450087 1.082 -0.152 -0.591 0.36
H -2.368268 3.665896 -1.425027 0.096 -0.663 0.605 0.36
H 1.856064 -1.555141 3.531105 2.415 -1.550 1.655 0.47
H -2.416247 1.586784 -3.187747 0.516 0.080 0.969 0.40
H -1.676693 0.417943 2.257508 1.326 -0.143 0.184 0.34
H -1.051846 2.696922 0.722738 -0.566 -1.523 -0.888 0.31
H 0.888122 2.043385 -1.542074 -0.734 1.206 -0.889 0.30
H 2.651795 1.644092 -1.658596 -1.261 0.473 1.111 0.37
H 1.784740 2.091764 -0.069791 0.541 0.765 1.179 0.36
H 0.592656 -3.883681 -1.291639 -0.536 -1.575 -1.139 0.45
H 1.214317 -2.274730 -1.643343 0.409 -0.413 0.165 0.13
H 1.104600 -3.053199 0.051545 0.281 0.674 -0.819 0.21
H 2.225237 -0.275598 -0.303212 -1.653 -0.315 -0.574 0.37
H 1.196408 -0.378005 -1.874053 -0.065 0.948 1.864 0.28
H -0.950181 -2.475286 0.344179 -1.198 0.177 0.361 0.33
H -1.387364 -1.672853 -1.420388 1.352 -1.544 1.550 0.38
```
Forces are in eV/Å.

Its frontier orbital gap (alpha / beta) is 7.85 / 7.57 eV. The value obtained for the LUMO energy (alpha / beta) is 0.702 / 0.144 eV. Its net charge is 0.

Entry 2:
This record from the OMol25 dataset describes C3H6FNO in the gas phase. The level of theory is wB97M-V/def2-TZVPD.

The geometry in XYZ format:
```
12
Properties=species:S:1:pos:R:3:forces:R:3:mulliken_charge:R:1
C -0.091611 0.717901 -0.311352 -1.258 -1.892 2.160 0.00
C 0.542345 -0.275257 0.753380 0.282 1.287 -0.133 0.06
C -0.729576 -0.639870 0.095319 0.457 1.207 -0.704 -0.29
H 1.411610 1.025640 -2.063856 -3.695 -1.121 2.076 0.24
H -0.245519 -0.133785 -2.313031 3.197 3.915 2.443 0.26
H -0.922334 1.388802 0.283560 2.612 -0.491 -2.065 0.24
H 1.356012 -0.883445 0.191908 -0.773 1.075 1.887 0.25
H 0.042896 -0.313341 2.884496 2.917 2.323 -4.217 0.36
H -0.444092 -1.467815 -0.602203 -1.941 0.344 0.500 0.35
N 0.393647 0.734539 -1.636722 -0.444 -2.071 -4.368 -0.59
O 0.681304 0.259397 2.061737 -2.554 -3.118 2.696 -0.58
F -1.994681 -0.412764 0.656764 1.200 -1.457 -0.276 -0.31
```
Forces are in eV/Å.

The SMILES is N[C@@H]1[C@@H](O)[C@H]1F. Its frontier orbital gap is 9.44 eV. The value obtained for the LUMO energy is 0.596 eV. Its net charge is 0.

Entry 3:
This record from the OMol25 dataset describes 2 unconnected molecules or ions with the total composition C9H16N3OS2. The level of theory is wB97M-V/def2-TZVPD.

The geometry in XYZ format:
```
31
Properties=species:S:1:pos:R:3:forces:R:3:mulliken_charge:R:1
C -1.392537 -2.034035 -2.240637 -0.645 -1.339 -0.284 0.32
C -1.627069 -2.138316 0.519105 -0.140 -2.691 0.574 0.62
C 1.103463 -0.264787 0.144362 -1.175 1.500 -2.076 -1.05
C -0.773910 1.416567 -0.471601 -3.642 -0.032 -0.857 -0.71
C 0.683992 1.215177 -0.244647 0.388 -1.536 0.860 -0.26
C -0.690741 -1.003703 -1.792243 0.857 0.141 -0.515 0.07
C -0.331077 -4.259219 0.401341 -0.044 0.746 0.156 -0.72
C 1.666545 3.347239 0.164371 2.143 3.139 -0.397 -0.79
C 0.259079 2.448010 1.836552 -3.287 -0.776 -1.958 -0.75
N -1.939684 -3.018652 -2.715419 4.021 3.897 -1.713 -0.50
N -1.344378 -3.272745 0.295679 -0.841 1.457 -0.411 -0.28
N 1.245268 2.146767 0.824687 0.054 -1.841 -2.210 0.08
O -2.123519 -1.143655 0.846613 -0.452 2.195 0.278 -0.51
S 1.035551 -1.351226 -1.271506 -1.186 0.117 -1.259 -0.15
S -1.241712 0.669072 -2.133926 0.924 -0.401 0.723 -0.16
H 2.107936 -0.298094 0.425753 1.823 0.121 0.534 0.54
H 0.535862 -0.756200 0.872367 -1.125 0.056 1.524 0.42
H -1.531786 0.919644 0.224819 1.539 0.670 -0.525 0.35
H -1.167317 2.482786 -0.638220 1.067 -1.297 0.345 0.47
H 1.166300 1.536796 -1.153659 0.521 -0.369 -0.320 0.29
H -0.848324 -5.027419 0.948387 0.584 -0.872 0.217 0.36
H -0.092584 -4.573711 -0.624146 0.539 -0.114 0.607 0.25
H 0.461907 -3.764950 0.999916 0.127 -1.096 -0.643 0.28
H 0.876637 3.829416 -0.481757 0.212 -0.337 1.687 0.31
H 2.120985 3.882023 1.041020 -0.884 0.863 -1.232 0.39
H 2.484894 3.371375 -0.599286 -0.270 -1.407 0.834 0.35
H -0.249571 1.456507 1.981615 0.429 1.168 0.920 0.32
H 0.792779 2.882500 2.619588 0.090 0.725 1.697 0.42
H -0.533316 3.118478 1.301027 1.557 -0.921 1.583 0.33
H -2.678585 -3.457366 -2.342362 -3.173 -2.143 2.086 0.29
H 2.024913 1.641721 1.262205 -0.011 0.377 -0.224 0.40
```
Forces are in eV/Å.

Its frontier orbital gap is 8.26 eV. The value obtained for the LUMO energy is -3.036 eV. Its net charge is +1.

Entry 4:
This record from the OMol25 dataset describes a molecular structure, C13H35AlAsN5O4P. The level of theory is wB97M-V/def2-TZVPD.

The geometry in XYZ format:
```
60
Properties=species:S:1:pos:R:3:forces:R:3:mulliken_charge:R:1
Al 0.063751 -0.645823 0.745743 0.104 0.049 0.024 -1.51
C 3.043733 -3.621748 -1.292332 0.003 0.035 0.001 -1.14
N 3.317273 -3.057530 0.037279 0.023 -0.026 -0.003 0.15
C 4.534637 -3.528114 0.722044 0.001 0.028 -0.011 -1.18
C 2.475380 -2.212066 0.601302 0.022 -0.012 0.012 0.61
N 1.287176 -1.900170 0.101044 -0.086 -0.017 -0.004 -0.20
N 2.900613 -1.629616 1.787090 -0.031 0.014 -0.002 -0.09
C 2.226184 -0.772603 2.623672 0.040 -0.021 0.000 0.73
N 2.862413 -0.451087 3.742863 -0.014 0.010 0.003 -0.36
N 1.035860 -0.301417 2.316776 -0.005 0.028 -0.021 -0.10
H 3.994833 -3.850391 -1.763898 -0.006 -0.032 0.009 0.41
H 2.543837 -2.891906 -1.926717 0.011 0.006 -0.002 0.41
H 2.453617 -4.535445 -1.215922 -0.013 0.003 -0.007 0.36
H 4.938497 -4.360845 0.156440 0.002 -0.005 0.007 0.37
H 4.302836 -3.897112 1.721386 0.000 0.001 0.001 0.47
H 5.298848 -2.748598 0.756150 0.004 -0.003 -0.008 0.38
H 1.065701 -2.451355 -0.717817 0.013 0.014 -0.004 0.27
H 3.849581 -1.843683 2.054127 -0.009 0.003 -0.001 0.18
H 3.746169 -0.858526 4.006675 0.000 -0.004 -0.004 0.19
H 2.462772 0.203827 4.397335 0.003 0.002 -0.002 0.21
H 0.662480 0.300778 3.041321 -0.012 -0.020 0.002 0.27
C -3.664513 -2.025721 -0.777136 -0.027 -0.010 -0.011 -0.96
As -3.159589 -1.740198 1.033077 0.014 -0.023 0.003 0.78
C -3.187451 -3.349712 2.047546 0.022 0.007 -0.003 -1.07
C -4.236353 -0.403210 1.849150 -0.001 0.007 0.005 -1.04
O -1.542662 -1.161939 1.026147 -0.034 -0.048 0.013 0.30
H -4.711004 -2.331303 -0.802940 0.003 -0.003 -0.014 0.44
H -3.046352 -2.814036 -1.202462 -0.006 0.004 -0.017 0.39
H -3.537777 -1.097379 -1.331144 0.005 -0.002 -0.008 0.26
H -4.224332 -3.608803 2.262811 -0.001 -0.004 -0.006 0.42
H -2.651356 -3.180859 2.979727 -0.024 -0.020 0.015 0.37
H -2.721996 -4.152520 1.479314 0.014 0.005 0.007 0.38
H -5.269961 -0.751102 1.845340 -0.005 0.015 0.014 0.44
H -4.162872 0.520957 1.279386 -0.001 0.005 0.004 0.32
H -3.907952 -0.251510 2.875735 -0.009 0.013 0.000 0.39
C -1.698188 4.383560 0.938467 0.019 0.008 -0.006 -1.40
C -1.682295 2.947302 0.489953 0.027 -0.008 -0.007 0.17
O -0.353686 2.656153 -0.057733 0.002 -0.032 -0.042 -0.11
P 0.047890 1.271784 -0.689298 -0.040 0.054 0.085 0.59
O 1.494977 1.509746 -1.213602 -0.022 -0.017 -0.044 -0.25
C 2.223819 2.793162 -1.401657 0.028 -0.003 0.030 -0.12
C 1.906495 3.431079 -2.724086 0.011 -0.008 -0.010 -1.08
O -0.938274 0.862725 -1.835198 -0.010 -0.009 0.011 -0.12
C -1.089900 1.484239 -3.173310 0.038 0.006 -0.026 -0.07
C -2.006819 2.677454 -3.138597 -0.012 -0.005 0.033 -1.10
H -2.683792 4.629398 1.333308 -0.001 0.000 0.004 0.43
H -1.491925 5.049249 0.101650 -0.013 0.000 -0.004 0.34
H -0.959610 4.561577 1.718468 -0.004 -0.005 0.002 0.33
H -2.415679 2.757700 -0.293023 -0.011 0.000 -0.024 0.22
H -1.859430 2.258907 1.321970 0.009 0.005 0.007 0.15
H 3.266208 2.495984 -1.335209 -0.005 -0.005 0.002 0.34
H 1.973155 3.431965 -0.558373 -0.010 0.002 -0.006 0.29
H 2.125315 2.760441 -3.554555 0.000 -0.004 0.003 0.32
H 2.539384 4.312230 -2.837292 -0.010 0.009 -0.004 0.43
H 0.870228 3.764187 -2.778716 -0.023 0.011 0.008 0.23
H -1.491921 0.682493 -3.785894 0.011 -0.008 0.005 0.37
H -0.090763 1.730260 -3.527358 -0.016 0.001 -0.006 0.20
H -3.000439 2.406901 -2.781111 0.003 -0.009 0.001 0.32
H -2.116853 3.057052 -4.154960 0.002 0.011 0.001 0.42
H -1.609938 3.485244 -2.522979 0.024 0.007 -0.007 0.23
```
Forces are in eV/Å.

Its frontier orbital gap is 10.66 eV. The value obtained for the LUMO energy is -7.949 eV. Its net charge is +3.

Going through the records in order, we get max |F| values of 5.2 5.6 5.9 0.1 eV/Å.